Formula: C9H7N2O4Tc
Source: OMol25
Level of theory: ωB97M-V/def2-TZVPD

```
23
Properties=species:S:1:pos:R:3
Tc -0.22 -0.45 -1.78
O 3.29 -1.51 0.12
C 2.14 -1.14 -0.26
O 1.81 -0.79 -1.41
C 1.03 -1.18 0.76
C 1.08 -1.45 2.11
C -0.12 -1.53 2.82
C -1.35 -1.41 2.17
C -1.32 -1.14 0.81
N -0.17 -0.96 0.16
C -2.55 -1.09 -0.22
O -3.63 -1.41 0.13
O -2.09 -0.71 -1.37
H 4.03 -1.55 -0.52
H 2.03 -1.58 2.62
H -0.10 -1.74 3.89
H -2.29 -1.54 2.69
C -0.28 3.97 -2.18
C -0.22 2.62 -1.97
N -0.17 1.46 -1.78
H -1.09 4.45 -1.62
H -0.47 4.20 -3.25
H 0.67 4.48 -1.93
```

Kohn-Sham gap (alpha / beta) in eV: 6.75 / 6.21
Multiplicity: 4
Expectation value of S²: 3.779
LUMO (alpha / beta) in eV: -15.1 / -15.6
Net charge: +3
ΔE to the lowest compared entry with this formula, charge and spin in kJ/mol: 125.1

Atomic partial charges in e from the natural (NBO) method, atoms 1 to 8:
1 Tc 1.906
2 O -0.526
3 C 0.852
4 O -0.620
5 C 0.066
6 C -0.117
7 C -0.024
8 C -0.152

Formula: C8H9BrN4
Source: OMol25
Level of theory: ωB97M-V/def2-TZVPD

```
22
Properties=species:S:1:pos:R:3
C -3.31 -1.35 -1.77
C -3.46 -0.73 0.22
C -1.46 -0.13 1.95
C -2.83 -0.06 2.28
C -1.14 -0.51 0.69
C 1.69 0.64 0.77
C 1.02 -0.34 -1.51
C 1.15 -0.48 -0.04
N -4.20 -1.08 -0.81
N -2.04 -1.21 -1.44
N -3.79 -0.35 1.44
N -2.09 -0.81 -0.17
Br 1.69 -2.21 0.57
H -3.61 -1.67 -2.74
H -0.71 0.13 2.68
H -3.15 0.25 3.27
H 2.77 0.75 0.59
H 1.20 1.58 0.51
H 1.56 0.46 1.84
H 1.99 -0.50 -1.98
H 0.33 -1.07 -1.92
H 0.68 0.65 -1.76
```

Kohn-Sham gap (alpha / beta) in eV: 8.50 / 8.50
LUMO (alpha / beta) in eV: -0.5 / -0.5
ΔE to the lowest compared entry with this formula, charge and spin in kJ/mol: 72.7

Atomic partial charges in e from the natural (NBO) method, atoms 1 to 8:
1 C 0.186
2 C 0.479
3 C -0.413
4 C 0.097
5 C 0.277
6 C -0.712
7 C -0.729
8 C 0.133

Formula: C16H17N3O5PdSe2
Source: OMol25
Level of theory: ωB97M-V/def2-TZVPD

```
44
Properties=species:S:1:pos:R:3
Pd -0.09 0.30 -0.53
O -2.01 0.00 0.79
C -2.21 -0.93 1.86
C -2.35 -2.38 1.37
N -1.22 -2.81 0.56
C 0.01 -3.08 1.18
C 0.84 -1.69 1.42
O 1.00 -1.37 2.57
O 1.19 -1.13 0.34
C -1.34 -2.86 -0.89
C -2.04 -1.59 -1.43
O -3.25 -1.49 -1.34
O -1.25 -0.69 -1.92
H -2.76 -0.06 0.18
H -3.11 -0.66 2.42
H -1.36 -0.83 2.53
H -3.26 -2.52 0.78
H -2.40 -3.03 2.25
H 0.64 -3.71 0.56
H -0.15 -3.50 2.18
H -1.98 -3.73 -1.12
H -0.35 -3.02 -1.30
Se 2.12 3.01 -1.15
Se -0.14 3.23 -1.11
C -0.11 3.13 0.83
C -0.41 4.19 1.65
C -0.30 3.97 3.02
C 0.14 2.74 3.47
C 0.42 1.73 2.55
N 0.28 1.92 1.24
C 2.28 1.56 -2.37
C 3.29 1.59 -3.31
C 3.38 0.52 -4.20
C 2.46 -0.50 -4.08
C 1.50 -0.45 -3.09
N 1.40 0.56 -2.23
H -0.72 5.15 1.25
H -0.52 4.77 3.72
H 0.26 2.54 4.53
H 0.76 0.75 2.86
H 3.97 2.43 -3.37
H 4.15 0.51 -4.96
H 2.49 -1.35 -4.75
H 0.76 -1.23 -2.97
```

Kohn-Sham gap (alpha / beta) in eV: 7.77 / 5.22
Multiplicity: 5
Expectation value of S²: 6.021
LUMO (alpha / beta) in eV: -7.5 / -10.4
Net charge: +2

Atomic partial charges in e from the natural (NBO) method, atoms 1 to 8:
1 Pd 1.290
2 O -0.760
3 C -0.080
4 C -0.297
5 N -0.064
6 C -0.349
7 C 0.815
8 O -0.571

Formula: C16H19N3O3S
Source: OMol25
Level of theory: ωB97M-V/def2-TZVPD

```
42
Properties=species:S:1:pos:R:3
C -2.55 -3.60 -0.88
C -2.05 -2.23 -0.42
N -3.13 -1.30 -0.18
C -4.00 -0.91 -1.27
C -3.29 -0.31 -2.48
S -2.93 -0.22 1.05
O -2.25 -0.90 2.12
O -4.19 0.40 1.31
C -1.80 1.02 0.41
C -2.29 2.19 -0.15
C -1.41 3.11 -0.68
C -0.05 2.86 -0.65
C 0.45 1.68 -0.09
C 1.94 1.50 -0.09
O 2.69 2.45 -0.16
N 2.34 0.20 -0.03
C 3.64 -0.31 0.00
C 4.78 0.49 0.03
C 6.02 -0.14 0.06
C 6.07 -1.52 0.07
N 4.99 -2.28 0.04
C 3.81 -1.69 0.01
C -0.44 0.76 0.45
H -2.99 -3.54 -1.88
H -1.72 -4.30 -0.91
H -3.30 -3.96 -0.19
H -1.34 -1.83 -1.16
H -1.55 -2.34 0.54
H -4.59 -1.78 -1.58
H -4.69 -0.18 -0.83
H -2.67 -1.06 -2.98
H -4.03 0.04 -3.19
H -2.65 0.52 -2.18
H -3.36 2.35 -0.14
H -1.78 4.03 -1.10
H 0.66 3.57 -1.05
H 1.62 -0.51 -0.02
H 4.70 1.56 0.02
H 6.93 0.45 0.08
H 7.01 -2.05 0.09
H 2.95 -2.36 0.00
H -0.13 -0.13 0.97
```

Kohn-Sham gap in eV: 9.00
LUMO in eV: 0.0
SMILES string: CCN(CC)S(=O)(=O)c1cccc(C(=O)Nc2cccnc2)c1
ΔE to the lowest compared entry with this formula, charge and spin in kJ/mol: 170.9

Atomic partial charges in e from the natural (NBO) method, atoms 1 to 8:
1 C -0.615
2 C -0.231
3 N -0.681
4 C -0.230
5 C -0.633
6 S 2.341
7 O -0.940
8 O -0.935

Formula: C20H29MgN8S2Te
Source: OMol25
Level of theory: ωB97M-V/def2-TZVPD

```
61
Properties=species:S:1:pos:R:3
Mg -0.10 0.43 0.22
C -6.45 2.65 0.76
C -5.20 2.11 0.09
N -4.02 2.47 0.85
C -2.83 1.85 0.86
S -2.62 0.43 -0.11
N -1.95 2.41 1.69
N -0.73 1.84 1.66
C 0.14 2.20 2.54
C -0.13 3.17 3.64
C 1.50 1.62 2.39
C 2.51 1.88 3.31
C 3.76 1.33 3.11
C 3.99 0.53 2.00
C 2.93 0.31 1.13
N 1.72 0.84 1.31
H -7.34 2.36 0.20
H -6.43 3.75 0.79
H -6.54 2.28 1.78
H -5.12 2.49 -0.94
H -5.24 1.02 0.02
H -4.05 3.31 1.41
H -1.19 3.39 3.69
H 0.40 4.11 3.47
H 0.19 2.78 4.60
H 2.32 2.51 4.16
H 4.56 1.53 3.81
H 4.96 0.09 1.79
H 3.07 -0.28 0.23
C -0.66 -3.15 -2.43
C -0.39 -2.16 -1.35
N -0.14 -0.92 -1.54
N -0.17 -0.41 -2.79
C 0.03 0.93 -2.99
N -0.13 1.33 -4.26
S 0.46 2.00 -1.78
C -0.44 -2.57 0.09
C -0.85 -3.83 0.47
C -0.91 -4.13 1.83
C -0.55 -3.16 2.75
C -0.16 -1.92 2.27
N -0.11 -1.62 0.98
H -0.11 -2.91 -3.34
H -1.73 -3.18 -2.67
H -0.35 -4.15 -2.14
H -0.52 -0.98 -3.54
H -0.28 0.68 -5.01
H 0.05 2.29 -4.48
H -1.14 -4.57 -0.26
H -1.24 -5.11 2.16
H -0.58 -3.35 3.81
H 0.12 -1.12 2.96
C 5.37 -0.70 -3.89
Te 3.53 -0.24 -2.94
C 3.00 -2.28 -2.61
H 5.20 -1.20 -4.84
H 5.97 -1.32 -3.23
H 5.89 0.24 -4.06
H 3.87 -2.82 -2.25
H 2.63 -2.74 -3.53
H 2.23 -2.32 -1.85
```

Kohn-Sham gap in eV: 6.48
LUMO in eV: -3.3
Net charge: +1
ΔE to the lowest compared entry with this formula, charge and spin in kJ/mol: 0.0

Atomic partial charges in e from the natural (NBO) method, atoms 1 to 8:
1 Mg 1.677
2 C -0.615
3 C -0.215
4 N -0.572
5 C 0.330
6 S -0.536
7 N -0.466
8 N -0.358

Formula: C19H37N3O5PPtSi
Source: OMol25
Level of theory: ωB97M-V/def2-TZVPD

```
67
Properties=species:S:1:pos:R:3
Pt 0.18 0.08 0.00
O 0.78 -0.82 1.93
C 1.50 -1.58 2.59
C 2.45 -2.56 1.96
C 3.87 -2.08 2.36
C 4.02 -0.57 2.64
C 3.64 -0.09 4.05
C 2.14 -0.12 4.36
N 1.61 -1.43 3.94
H 2.28 -2.54 0.88
H 2.26 -3.57 2.32
H 4.56 -2.37 1.56
H 4.20 -2.63 3.24
H 3.45 0.01 1.90
H 5.06 -0.31 2.47
H 4.01 0.92 4.21
H 4.17 -0.72 4.78
H 1.60 0.64 3.81
H 1.94 0.02 5.42
H 2.14 -2.18 4.36
C -2.73 -0.74 2.10
O -2.91 -0.98 0.69
P -1.63 -1.16 -0.22
O -1.13 -2.67 0.03
C -2.07 -3.75 -0.03
O -2.39 -1.21 -1.61
C -1.65 -1.49 -2.81
H -3.67 -0.35 2.47
H -1.93 -0.03 2.27
H -2.49 -1.68 2.60
H -1.53 -4.64 0.29
H -2.43 -3.89 -1.05
H -2.91 -3.57 0.63
H -2.34 -1.33 -3.64
H -1.30 -2.52 -2.81
H -0.80 -0.81 -2.90
C -1.92 3.96 -2.15
Si -1.24 3.01 -0.68
C 0.02 4.10 0.21
C -2.61 2.67 0.56
C -0.60 1.38 -1.38
H -2.32 4.93 -1.85
H -2.72 3.41 -2.63
H -1.14 4.14 -2.90
H -0.50 4.96 0.62
H 0.79 4.49 -0.47
H 0.50 3.59 1.04
H -2.94 3.60 1.02
H -2.26 2.01 1.36
H -3.48 2.21 0.10
H 0.14 1.54 -2.18
H -1.51 0.99 -1.87
N 4.69 -2.51 -1.40
C 5.23 -1.27 -1.32
O 6.40 -1.04 -1.56
C 4.32 -0.13 -0.91
C 4.91 1.11 -0.68
C 4.11 2.17 -0.33
C 2.75 1.97 -0.18
N 2.17 0.79 -0.36
C 2.95 -0.24 -0.74
H 5.29 -3.25 -1.72
H 3.72 -2.71 -1.24
H 5.98 1.20 -0.82
H 4.53 3.16 -0.16
H 2.10 2.78 0.10
H 2.42 -1.16 -0.94
```

Kohn-Sham gap in eV: 9.04
LUMO in eV: -2.8
Net charge: +1
ΔE to the lowest compared entry with this formula, charge and spin in kJ/mol: 36.1

Atomic partial charges in e from the natural (NBO) method, atoms 1 to 8:
1 Pt 0.450
2 O -0.663
3 C 0.752
4 C -0.513
5 C -0.405
6 C -0.414
7 C -0.420
8 C -0.219

Formula: C5H14NOP
Source: OMol25
Level of theory: ωB97M-V/def2-TZVPD

```
22
Properties=species:S:1:pos:R:3
C -2.38 -1.64 -0.20
C -1.18 1.69 0.65
C 1.34 -0.75 -1.36
C 3.06 1.14 -0.03
C -1.61 -0.67 0.72
N -1.02 0.43 0.13
O 1.21 -0.20 1.50
P 2.17 -0.45 0.39
H -3.48 -1.48 -0.17
H -2.02 -1.44 -1.22
H -2.28 -2.61 0.09
H -0.67 2.40 -0.05
H -2.29 1.93 0.55
H -1.05 1.69 1.75
H 0.55 0.02 -1.47
H 0.76 -1.66 -1.31
H 2.23 -0.83 -2.16
H 3.07 1.13 -1.16
H 4.16 1.09 0.24
H 2.54 2.00 0.55
H -2.31 -0.51 1.55
H -0.79 -1.29 0.99
```

Kohn-Sham gap in eV: 4.33
LUMO in eV: -2.3
ΔE to the lowest compared entry with this formula, charge and spin in kJ/mol: 529.8

Atomic partial charges in e from the natural (NBO) method, atoms 1 to 8:
1 C -0.590
2 C -0.461
3 C -0.962
4 C -1.005
5 C -0.302
6 N -0.241
7 O -0.965
8 P 1.352

Formula: C39H40F6GeNO3SrTe
Source: OMol25
Level of theory: ωB97M-V/def2-TZVPD

```
92
Properties=species:S:1:pos:R:3
Sr -0.28 -1.12 -0.27
C -0.64 -0.56 -3.79
C -2.10 -0.29 -4.18
C -2.38 1.21 -4.22
C -3.12 -1.05 -3.34
C -3.97 -1.93 -4.00
C -4.93 -2.66 -3.33
C -5.04 -2.53 -1.96
C -4.20 -1.66 -1.25
C -4.35 -1.60 0.26
C -5.75 -1.16 0.68
C -4.00 -2.94 0.91
C -3.24 -0.90 -1.94
N -2.33 -0.08 -1.23
C -2.80 1.10 -0.77
C -4.07 1.67 -1.01
C -4.44 2.90 -0.49
C -3.58 3.64 0.31
C -2.31 3.12 0.58
C -1.98 1.91 0.05
F -0.71 1.40 0.34
H 0.03 -0.26 -4.60
H -0.46 -1.62 -3.59
H -0.36 0.01 -2.92
H -2.24 -0.67 -5.19
H -2.23 1.66 -3.24
H -3.41 1.41 -4.52
H -1.71 1.69 -4.93
H -3.87 -2.04 -5.08
H -5.58 -3.34 -3.87
H -5.77 -3.11 -1.42
H -3.64 -0.85 0.63
H -6.50 -1.89 0.36
H -6.01 -0.19 0.24
H -5.81 -1.06 1.76
H -4.68 -3.72 0.58
H -4.06 -2.86 2.00
H -2.98 -3.25 0.67
H -4.76 1.12 -1.64
H -5.43 3.29 -0.71
H -3.88 4.60 0.72
H -1.60 3.65 1.20
F 2.42 -2.71 3.59
Te 0.80 -2.78 2.67
F 0.24 -4.03 3.94
F 1.63 -1.40 1.63
F 0.28 -1.47 3.90
F 1.64 -4.19 1.80
O -0.67 -2.70 1.66
O 1.89 -0.79 -1.55
C 2.27 -1.96 -1.23
O 1.46 -2.86 -0.87
C 3.76 -2.23 -1.22
C 4.16 -3.64 -0.79
Ge 6.07 -3.72 -0.37
C 6.57 -5.49 0.30
C 5.60 -6.45 0.57
C 5.96 -7.70 1.07
C 7.29 -8.00 1.31
C 8.27 -7.04 1.05
C 7.91 -5.80 0.55
C 7.15 -3.30 -1.94
C 7.24 -1.99 -2.40
C 7.95 -1.67 -3.54
C 8.60 -2.67 -4.26
C 8.53 -3.98 -3.82
C 7.81 -4.29 -2.67
C 6.47 -2.39 1.01
C 7.67 -1.69 1.06
C 7.92 -0.76 2.06
C 6.96 -0.52 3.03
C 5.76 -1.21 3.01
C 5.52 -2.14 2.00
H 4.17 -1.49 -0.52
H 4.16 -1.96 -2.20
H 3.93 -4.38 -1.56
H 3.58 -3.92 0.09
H 4.55 -6.23 0.39
H 5.19 -8.43 1.28
H 7.57 -8.97 1.70
H 9.31 -7.27 1.23
H 8.68 -5.07 0.35
H 6.74 -1.19 -1.85
H 8.00 -0.64 -3.89
H 9.16 -2.42 -5.15
H 9.03 -4.77 -4.37
H 7.76 -5.32 -2.34
H 8.42 -1.86 0.29
H 8.86 -0.22 2.08
H 7.15 0.21 3.81
H 5.00 -1.03 3.76
H 4.57 -2.66 2.00
```

Kohn-Sham gap in eV: 6.90
LUMO in eV: 2.1
Net charge: -1
ΔE to the lowest compared entry with this formula, charge and spin in kJ/mol: 0.0

Atomic partial charges in e from the Mulliken method, atoms 1 to 8:
1 Sr 1.352
2 C -1.244
3 C 0.449
4 C -1.439
5 C 0.932
6 C -1.053
7 C -1.537
8 C -0.327

Formula: C6H10O
Source: OMol25
Level of theory: ωB97M-V/def2-TZVPD

```
17
Properties=species:S:1:pos:R:3
O 2.58 -0.26 0.78
C 2.82 -1.50 1.08
C 1.50 -0.07 -0.17
C 0.26 0.45 0.52
C -0.84 0.69 -0.49
C -1.71 -0.46 -0.94
C -2.28 0.63 -0.07
H 3.68 -1.40 1.80
H 1.88 0.66 -0.90
H 1.32 -1.03 -0.66
H 0.49 1.37 1.07
H -0.07 -0.30 1.26
H -0.60 1.43 -1.25
H -2.01 -0.50 -1.98
H -1.54 -1.43 -0.49
H -2.98 1.33 -0.52
H -2.50 0.39 0.97
```

Kohn-Sham gap in eV: 9.50
LUMO in eV: 0.9
ΔE to the lowest compared entry with this formula, charge and spin in kJ/mol: 332.7

Atomic partial charges in e from the natural (NBO) method, atoms 1 to 8:
1 O -0.472
2 C 0.071
3 C -0.069
4 C -0.424
5 C -0.231
6 C -0.423
7 C -0.413
8 H 0.071

Formula: C30H23Cl5F3NO5PtSTe
Source: OMol25
Level of theory: ωB97M-V/def2-TZVPD

```
70
Properties=species:S:1:pos:R:3
Pt -1.40 -1.37 -1.48
Cl -0.82 -8.38 -1.53
C -1.31 -6.78 -1.73
C -0.40 -5.73 -1.42
Cl 1.17 -6.08 -0.86
C -0.80 -4.44 -1.58
Cl 0.26 -3.12 -1.23
C -2.11 -4.10 -2.05
O -2.50 -2.92 -2.17
C -3.01 -5.19 -2.37
Cl -4.56 -4.78 -2.91
C -2.61 -6.50 -2.21
Cl -3.68 -7.78 -2.57
F -5.03 -0.51 1.72
C -4.47 -1.53 1.08
F -4.47 -1.25 -0.23
F -5.20 -2.62 1.28
S -2.74 -1.80 1.67
O -2.89 -2.32 3.00
O -2.16 -0.46 1.57
O -2.19 -2.72 0.68
C 5.43 4.46 -0.44
C 4.18 3.65 -0.23
C 3.67 3.44 1.04
C 2.52 2.69 1.25
C 2.11 2.47 2.69
C 1.85 2.14 0.15
Te 0.12 1.07 0.79
N -0.70 0.48 -0.95
C -1.86 1.03 -1.34
O -2.57 0.20 -2.00
C -2.35 2.38 -1.06
C -3.72 2.56 -0.89
C -4.21 3.82 -0.57
C -3.34 4.89 -0.44
C -1.97 4.71 -0.62
C -1.47 3.46 -0.94
C 1.23 -0.68 1.11
C 2.07 -1.08 0.06
C 2.87 -2.19 0.20
C 2.84 -2.90 1.40
C 2.03 -2.48 2.44
C 1.21 -1.35 2.33
C 0.41 -0.93 3.52
C 2.35 2.32 -1.15
C 1.78 1.76 -2.43
C 3.51 3.09 -1.30
H 5.81 4.87 0.49
H 5.24 5.29 -1.13
H 6.21 3.85 -0.89
H 4.18 3.86 1.90
H 2.39 3.32 3.30
H 2.61 1.59 3.10
H 1.03 2.34 2.85
H -4.39 1.71 -0.99
H -5.27 3.96 -0.43
H -3.72 5.87 -0.19
H -1.30 5.56 -0.54
H -0.42 3.34 -1.12
H 2.10 -0.51 -0.86
H 3.52 -2.50 -0.61
H 3.47 -3.77 1.53
H 2.03 -3.02 3.37
H 1.05 -0.91 4.41
H -0.39 -1.65 3.72
H -0.06 0.04 3.42
H 1.03 0.99 -2.27
H 2.58 1.33 -3.03
H 1.32 2.55 -3.03
H 3.90 3.23 -2.30
```

Kohn-Sham gap (alpha / beta) in eV: 8.39 / 5.62
Multiplicity: 2
Expectation value of S²: 0.786
LUMO (alpha / beta) in eV: -3.3 / -6.1
Net charge: +1
ΔE to the lowest compared entry with this formula, charge and spin in kJ/mol: 0.0

Atomic partial charges in e from the natural (NBO) method, atoms 1 to 8:
1 Pt 0.971
2 Cl 0.176
3 C -0.007
4 C -0.067
5 Cl 0.115
6 C -0.124
7 Cl 0.200
8 C 0.469